12
Properties=species:S:1:pos:R:3:lowdin_charge:R:1 method="wB97M-V/def2-TZVPD" smiles=C[C@@]1(C#N)CN1 multiplicity=1 orbital_gap_ev=10.79 e_above_lowest_kcal_mol=53.9
C -0.6021 0.0356 -1.3568 -0.024
C -0.2576 0.1476 0.1161 -0.516
C -0.9677 -0.7629 1.0041 -0.174
N -1.1850 -1.7734 1.5306 0.150
C 1.1512 0.0055 0.5896 -0.108
N 0.5373 1.3263 0.4242 0.078
H -0.6636 -1.0092 -1.6692 0.086
H 0.1493 0.5547 -1.9624 0.088
H -1.5699 0.5093 -1.5484 0.085
H 1.2943 -0.2497 1.6385 0.115
H 1.7990 -0.4961 -0.1046 0.113
H 0.3149 1.7123 1.3382 0.106


13
Properties=species:S:1:pos:R:3:lowdin_charge:R:1 method="wB97M-V/def2-TZVPD" multiplicity=1 orbital_gap_ev="8.98 / 5.90" e_above_lowest_kcal_mol=180.8
C 0.4079 -1.3785 0.4062 -0.389
C -1.4623 0.6706 2.7275 -0.759
C -0.4808 -1.3396 -0.8512 -0.149
C 0.7193 -0.4177 -0.8245 -0.390
C 0.5643 1.0637 -0.7064 -0.087
Cl -0.0514 -0.5886 1.8793 0.711
Cl -0.5193 1.6721 3.6844 0.455
H -0.5004 -2.1345 -1.6059 0.104
H -1.4142 -0.7844 -0.8780 0.102
H 1.4765 -0.8753 -1.4598 0.124
H -0.1488 1.2712 0.1592 0.064
H -0.1142 1.2256 -1.6899 0.129
H 1.5233 1.6152 -0.8410 0.086


46
Properties=species:S:1:pos:R:3:lowdin_charge:R:1 method="wB97M-V/def2-TZVPD" multiplicity=1 charge=-1 orbital_gap_ev=7.97
Ba -0.0741 0.0096 0.1488 1.778
P 3.1910 3.6585 0.3013 0.245
F 3.7063 2.1195 0.5813 -0.208
F 1.9534 3.1959 -0.7089 -0.227
F 2.0339 3.5394 1.4756 -0.212
F 2.8455 5.2798 0.0552 -0.205
F 4.3122 4.2226 1.3794 -0.198
F 4.2452 3.7571 -0.8967 -0.154
P -3.7997 2.9015 -0.0418 0.222
F -2.2049 3.2843 -0.1760 -0.206
F -3.4624 1.8412 1.0713 -0.185
F -3.8773 4.0383 1.1964 -0.208
F -5.3733 2.4133 0.0685 -0.194
F -4.4231 4.0099 -1.1082 -0.183
F -3.5093 1.7636 -1.1843 -0.202
C -3.7393 -2.2330 -2.8273 -0.682
F -4.6635 -3.2076 -3.1278 0.112
F -3.7410 -1.3891 -3.7762 0.195
F -4.0646 -1.6407 -1.6825 0.142
S -2.0022 -2.9947 -2.6765 0.720
O -1.7122 -3.3928 -1.2606 -0.396
O -1.9209 -4.1202 -3.6385 -0.315
N -0.8890 -1.6516 -3.0163 -0.353
S -0.6232 -1.8603 -4.5579 0.530
O 0.3216 -2.9348 -4.7272 -0.303
O -1.7696 -1.8224 -5.4328 -0.296
C 0.3404 -0.1656 -4.8693 -0.697
F -0.4517 0.9358 -4.6861 0.107
F 1.4396 -0.1109 -4.2039 0.169
F 0.6586 -0.1978 -6.1242 0.157
C 0.1613 0.6951 4.7331 -0.095
O 0.8758 -0.0105 3.7550 -0.239
C 2.1967 -0.4267 3.9850 -0.171
C 2.5942 -1.8028 3.3324 -0.182
O 2.0851 -1.9294 2.0347 -0.247
C 2.1424 -3.2096 1.4818 -0.099
H 0.0932 0.0422 5.6032 0.090
H -0.8795 0.9075 4.4886 0.092
H 0.5949 1.6673 4.9678 0.100
H 2.2870 -0.5009 5.0687 0.121
H 2.8660 0.3739 3.6701 0.131
H 2.2774 -2.5859 4.0212 0.124
H 3.6812 -1.8669 3.3813 0.130
H 1.9147 -3.0241 0.4321 0.087
H 1.3016 -3.8118 1.8261 0.096
H 3.0617 -3.7662 1.6640 0.102


66
Properties=species:S:1:pos:R:3:lowdin_charge:R:1 method="wB97M-V/def2-TZVPD" multiplicity=1 charge=+2 orbital_gap_ev=4.26
Al 1.5967 0.7989 1.2986 1.515
B -0.0481 1.9675 3.3118 -0.219
H -0.1236 2.1889 2.1381 -0.033
H -1.0001 1.3772 3.6174 0.022
H 1.0034 1.4065 3.5677 0.026
H 0.1272 2.9783 3.8886 0.072
O -0.1454 -1.2499 2.4598 0.036
C -1.0338 -2.0214 2.7188 -0.448
O -0.8925 -3.3425 2.5527 0.028
C -2.0852 -4.0886 2.7295 -0.133
C -3.1157 -3.0429 3.2505 -0.118
C -2.5156 -1.7154 2.7587 -0.052
H -2.0611 -4.9148 3.4338 0.132
H -2.4164 -4.3863 1.7339 0.126
H -3.0719 -3.0473 4.3388 0.121
H -4.0931 -3.3132 2.8626 0.122
H -2.7337 -0.8878 3.4292 0.125
H -2.8178 -1.4793 1.7374 0.136
O 1.1791 1.5500 -1.4036 0.029
C 0.9804 2.1988 -2.4067 -0.464
O -0.2311 2.3895 -2.9334 0.055
C -0.1317 3.2898 -4.0572 -0.129
C 1.1535 4.0673 -3.8682 -0.122
C 2.0301 2.9611 -3.2377 -0.045
H -0.9082 4.0477 -3.9768 0.133
H -0.1452 2.7273 -4.9872 0.139
H 1.0698 4.8857 -3.1564 0.114
H 1.5960 4.3680 -4.8144 0.129
H 2.8846 3.1995 -2.6121 0.130
H 2.3272 2.2006 -3.9676 0.138
O 2.4458 -1.9329 1.4257 0.066
C 2.3285 -3.0546 0.9589 -0.453
O 1.9847 -3.2695 -0.2860 0.053
C 1.8634 -4.6823 -0.5263 -0.098
C 2.0372 -5.4195 0.7975 -0.097
C 2.6224 -4.3083 1.7025 -0.039
H 2.5746 -4.9302 -1.3122 0.142
H 0.8527 -4.8248 -0.9074 0.115
H 2.7634 -6.2278 0.8227 0.125
H 1.1054 -5.8234 1.1871 0.120
H 3.6686 -4.5656 1.8858 0.145
H 2.3086 -4.3171 2.7468 0.142
O -0.1670 -0.7511 -0.2364 0.061
C -0.5003 -1.5283 -1.1015 -0.452
O -1.3589 -2.5168 -0.8952 0.057
C -1.5653 -3.3606 -2.0432 -0.124
C -0.7612 -2.7622 -3.1890 -0.101
C 0.1558 -1.7579 -2.4309 -0.058
H -2.6230 -3.4328 -2.2793 0.135
H -1.1728 -4.3620 -1.8637 0.117
H -1.4332 -2.1295 -3.7644 0.123
H -0.1195 -3.4434 -3.7357 0.125
H 0.2884 -0.8838 -3.0662 0.122
H 1.1614 -2.1236 -2.2210 0.122
O 1.3206 3.6255 0.5512 0.034
C 0.6973 4.6673 0.6338 -0.445
O 0.8312 5.5950 -0.2871 0.067
C -0.4258 6.2625 -0.4445 -0.123
C -1.0876 6.2524 0.9319 -0.136
C -0.4162 5.0733 1.6091 -0.071
H -1.0816 5.7637 -1.1590 0.130
H -0.3396 7.2971 -0.7667 0.137
H -2.1739 6.1613 0.9851 0.126
H -1.0134 7.1627 1.5296 0.125
H -1.0385 4.1804 1.7025 0.110
H -0.1102 5.2534 2.6390 0.133


6
Properties=species:S:1:pos:R:3:lowdin_charge:R:1 method="wB97M-V/def2-TZVPD" smiles="S=CC=S" multiplicity=1 orbital_gap_ev=6.84 e_above_lowest_kcal_mol=19.4
S -0.2640 -0.8090 1.9790 0.705
C -0.2941 0.0038 0.5492 -0.815
C 0.4895 0.0414 -0.5691 -0.765
S 0.0371 0.8055 -1.9256 0.765
H -1.1777 0.7208 0.5267 0.056
H 1.2092 -0.7624 -0.5603 0.054


18
Properties=species:S:1:pos:R:3:lowdin_spin:R:1 method="wB97M-V/def2-TZVPD" multiplicity=7 charge=+1 s_squared=12.0615 orbital_gap_ev="7.25 / 9.43" e_above_lowest_kcal_mol=0.0
Eu 0.1050 -0.6281 -2.1629 6.148
N -0.0212 -1.1981 1.8266 0.000
S 1.2671 -0.4623 1.2710 0.000
O 2.4655 -0.8703 1.9724 -0.003
O 1.3681 -0.4227 -0.2156 -0.017
C 0.9712 1.3238 1.7341 0.000
F 0.9894 1.4357 3.0456 0.000
F -0.1949 1.7168 1.2636 0.000
F 1.9365 2.0499 1.2069 0.000
S -1.2136 -1.8273 0.9926 0.000
O -2.4697 -1.7016 1.7025 -0.001
C -0.8113 -3.6528 0.9579 0.000
F 0.2659 -3.8513 0.2233 0.000
F -0.5982 -4.0700 2.1881 0.000
F -1.8361 -4.2957 0.4354 0.000
O -0.8632 -0.5851 -4.0934 -0.110
H -1.0646 -1.3052 -4.6897 -0.003
O -1.2551 -1.4452 -0.4804 -0.014


11
Properties=species:S:1:pos:R:3:lowdin_charge:R:1 method="wB97M-V/def2-TZVPD" multiplicity=1 orbital_gap_ev=9.73 e_above_lowest_kcal_mol=143.1
N 2.0111 0.3434 -0.3279 0.158
C 0.8443 -0.0534 -0.0827 -0.500
C -0.4428 0.6136 -0.1231 -0.054
C -1.6184 0.2489 0.1115 0.038
C -1.1011 -1.1572 0.4466 -0.152
O 0.3896 -1.2747 0.3131 -0.013
H 2.6844 -0.4096 -0.1925 0.069
H 0.0880 2.5833 -0.3306 0.105
H -0.0002 2.4074 -1.0556 0.108
H -1.5234 -1.8909 -0.2407 0.121
H -1.3315 -1.4107 1.4819 0.121


111
Properties=species:S:1:pos:R:3:lowdin_charge:R:1 method="wB97M-V/def2-TZVPD" multiplicity=1 charge=+1 orbital_gap_ev="5.61 / 5.90" e_above_lowest_kcal_mol=21.8
Y -0.3726 0.5618 0.9407 1.456
O 5.6846 -4.4212 3.2623 0.128
C 5.3344 -3.4660 2.3749 -0.469
O 6.1249 -3.1241 1.5428 0.117
C 3.9585 -2.8823 2.4787 -0.125
C 3.5653 -2.0141 1.4656 0.000
C 2.3203 -1.4281 1.4853 -0.011
C 1.3984 -1.6862 2.5140 -0.261
C 1.8060 -2.5427 3.5419 -0.004
C 3.0643 -3.1260 3.5161 -0.014
N 0.1581 -1.0524 2.4352 -0.107
C -0.8302 -1.3206 3.3119 -0.153
C -2.0501 -0.6094 3.3069 -0.357
C -3.0520 -0.8902 4.2637 -0.022
C -4.2164 -0.1747 4.2636 -0.057
C -4.4014 0.8425 3.3072 -0.061
C -3.4039 1.0613 2.3950 -0.151
N -2.2579 0.3605 2.3535 -0.061
H 4.9503 -4.6447 3.8407 0.087
H 4.2722 -1.8161 0.6698 0.101
H 2.0514 -0.7474 0.6811 0.082
H 1.1572 -2.7472 4.3832 0.102
H 3.3291 -3.7624 4.3556 0.114
H -0.7290 -2.1002 4.0581 0.112
H -2.8715 -1.6700 4.9937 0.118
H -4.9852 -0.3827 4.9973 0.111
H -5.3002 1.4426 3.2831 0.105
H -3.5052 1.8460 1.6529 0.104
C -2.0661 4.0842 -1.4324 -0.013
C -1.3188 3.1579 -0.5152 -0.291
N -1.7539 1.9271 -0.2289 -0.151
O -2.8460 1.5465 -1.0216 -0.050
C -0.1024 3.5563 0.0923 -0.277
C 0.2867 5.0031 0.1572 -0.003
N 0.6690 2.5681 0.5844 -0.075
O 1.7813 3.0717 1.3026 0.037
H -2.6075 3.5135 -2.1800 0.075
H -1.3849 4.7702 -1.9352 0.083
H -2.7994 4.6775 -0.8769 0.098
H -3.3206 0.9222 -0.4639 0.078
H -0.5963 5.6396 0.1565 0.086
H 0.9100 5.2841 -0.6989 0.101
H 0.8574 5.1982 1.0597 0.073
C -3.5199 -4.8345 -3.2761 -0.033
C -4.3414 -3.7988 -2.4879 -0.556
C -5.1144 -2.8979 -3.4641 -0.037
C -5.3467 -4.5356 -1.6023 -0.061
C -3.3777 -2.9474 -1.6687 -0.135
C -3.3396 -2.9530 -0.2800 0.027
C -2.4298 -2.1469 0.3776 -0.085
N -1.5667 -1.3419 -0.2469 0.046
C -1.5656 -1.3543 -1.5881 -0.194
C -2.4486 -2.1324 -2.3089 0.050
C -0.5338 -0.5106 -2.2494 -0.187
C -0.4387 -0.4378 -3.6291 0.062
C 0.5523 0.3179 -4.2398 -0.135
C 1.4256 0.9872 -3.3878 0.019
C 1.2715 0.8768 -2.0242 -0.085
N 0.3109 0.1446 -1.4411 0.041
C 0.7015 0.4276 -5.7517 -0.555
C -0.3029 -0.4544 -6.4966 -0.060
C 0.4755 1.8923 -6.1616 -0.035
C 2.1232 -0.0048 -6.1489 -0.037
H -4.1908 -5.4942 -3.8331 0.093
H -2.9185 -5.4492 -2.6010 0.095
H -2.8460 -4.3545 -3.9918 0.083
H -5.8103 -3.5036 -4.0505 0.093
H -4.4500 -2.3838 -4.1636 0.078
H -5.6915 -2.1424 -2.9233 0.095
H -6.0384 -5.0939 -2.2358 0.092
H -5.9355 -3.8415 -0.9964 0.092
H -4.8553 -5.2531 -0.9399 0.090
H -4.0069 -3.5716 0.3035 0.113
H -2.3864 -2.1517 1.4577 0.097
H -2.4167 -2.1190 -3.3889 0.107
H -1.1452 -0.9779 -4.2403 0.096
H 2.2286 1.6021 -3.7753 0.122
H 1.9491 1.3894 -1.3658 0.089
H -1.3357 -0.1555 -6.2922 0.090
H -0.1802 -1.5109 -6.2386 0.093
H -0.1393 -0.3551 -7.5713 0.092
H -0.5354 2.2191 -5.9028 0.093
H 0.6026 1.9951 -7.2423 0.093
H 1.1876 2.5616 -5.6727 0.083
H 2.3307 -1.0247 -5.8141 0.096
H 2.8834 0.6557 -5.7264 0.081
H 2.2234 0.0249 -7.2364 0.092
O 3.8937 2.5338 2.2519 0.232
B 2.9447 2.3682 1.2596 -0.750
O 3.3425 1.4656 0.2873 0.178
C 4.6027 1.0434 0.7056 -0.187
C 5.4376 0.1343 0.1080 -0.015
C 6.6292 -0.1463 0.7757 -0.074
C 6.9461 0.4743 1.9789 -0.060
C 6.0919 1.4120 2.5620 0.023
C 4.9271 1.6798 1.8872 -0.173
H 5.1782 -0.3533 -0.8245 0.132
H 7.3110 -0.8764 0.3598 0.112
H 7.8706 0.2158 2.4822 0.112
H 6.3214 1.8976 3.5036 0.126
C -0.9771 2.9895 6.6411 -0.101
N -0.0129 3.7492 5.8544 -0.059
C 0.4171 3.3938 4.6335 -0.838
N 1.2515 4.2589 4.0289 0.121
S -0.0785 1.9495 3.9158 0.724
H -0.9789 3.3858 7.6547 0.087
H -0.6947 1.9404 6.6640 0.062
H -1.9815 3.0596 6.2206 0.082
H 0.2431 4.6601 6.1924 0.136
H 1.6799 5.0115 4.5380 0.114
H 1.6692 3.9649 3.1621 0.062


Number 1: strongest force on any atom 0.0242 hartree/bohr. Number 2: strongest force on any atom 0.0762 hartree/bohr. Number 3: strongest force on any atom 0.0832 hartree/bohr. Number 4: strongest force on any atom 0.0670 hartree/bohr. Number 5: strongest force on any atom 0.1272 hartree/bohr. Number 6: strongest force on any atom 0.0612 hartree/bohr. Number 7: strongest force on any atom 0.0109 hartree/bohr. Number 8: strongest force on any atom 0.0179 hartree/bohr.